1.
The following is a quantum chemistry calculation of 8 unconnected molecules or ions with the total composition C19H55F3N4O12S, from the Open Molecules 2025 dataset.

The geometry in XYZ format:
```
94
Properties=species:S:1:pos:R:3:lowdin_spin:R:1
N -1.089 -4.976 0.113 0.000
H -1.129 -3.985 -0.080 0.000
H -0.260 -5.437 -0.232 0.000
H -1.962 -5.361 -0.219 0.000
H -1.139 -5.229 1.089 0.000
C 0.442 -0.592 -0.796 0.000
F -0.606 -0.489 -1.650 0.001
F 1.476 -1.219 -1.408 0.000
F 0.826 0.613 -0.349 0.000
S -0.229 -1.672 0.655 0.000
O -1.372 -2.342 0.030 0.000
O 0.745 -2.724 0.936 0.000
O -0.460 -0.786 1.797 0.000
C 4.204 -2.404 -0.811 0.000
C 5.680 -2.221 -0.572 0.000
O 6.433 -2.281 -1.838 0.000
O 3.537 -2.689 0.416 0.000
H 4.107 -3.348 -1.348 0.000
H 3.823 -1.549 -1.370 0.000
H 6.091 -3.029 0.033 0.000
H 5.892 -1.196 -0.269 0.000
H 6.077 -2.854 -2.520 0.000
H 2.581 -2.721 0.335 0.000
C -4.381 -4.923 -1.289 0.000
C -4.296 -3.742 -0.287 0.000
O -3.576 -4.045 0.917 0.000
O -3.055 -5.172 -1.877 0.000
H -5.032 -4.799 -2.154 0.000
H -4.627 -5.810 -0.706 0.000
H -5.272 -3.364 0.015 0.000
H -3.807 -2.925 -0.818 0.000
H -3.200 -3.237 1.275 0.000
H -3.083 -5.013 -2.823 0.000
C 0.777 -3.595 -2.980 0.000
C 1.601 -4.589 -2.083 0.000
O 0.806 -5.702 -1.675 0.000
O -0.158 -4.167 -3.864 0.000
H 1.433 -2.871 -3.464 0.000
H 0.146 -3.040 -2.287 0.000
H 2.070 -4.058 -1.255 0.000
H 2.580 -4.886 -2.459 0.000
H 0.738 -6.258 -2.454 0.000
H -0.886 -4.477 -3.320 0.000
C -2.426 4.736 -1.481 0.035
C -3.295 3.616 -0.958 0.104
C -2.746 2.135 -1.242 0.102
O -3.792 1.276 -1.010 0.040
C -3.577 -0.050 -1.545 0.009
N -3.636 3.800 0.441 0.617
H -2.343 4.792 -2.566 0.001
H -1.462 4.576 -0.998 0.000
H -2.966 5.601 -1.096 0.003
H -4.207 3.752 -1.540 0.000
H -1.901 1.879 -0.603 0.002
H -2.601 2.081 -2.321 0.007
H -4.527 -0.557 -1.375 0.000
H -2.741 -0.500 -1.008 0.001
H -3.222 0.015 -2.574 0.002
H -4.525 3.328 0.532 0.020
H -3.021 3.331 1.091 0.021
C -2.781 0.698 4.827 0.001
C -2.662 1.574 3.547 0.002
C -1.404 2.486 3.357 0.003
O -1.399 3.217 2.163 0.013
C -0.165 3.795 1.835 0.001
N -2.868 0.699 2.477 0.012
H -2.616 1.207 5.777 0.000
H -1.995 -0.057 4.871 0.000
H -3.742 0.185 4.865 0.000
H -3.600 2.127 3.597 0.000
H -0.499 1.883 3.430 0.000
H -1.362 3.237 4.146 0.002
H 0.763 3.266 2.052 0.000
H -0.045 4.746 2.353 0.001
H -0.216 4.078 0.784 0.000
H -2.056 0.102 2.412 0.000
H -2.782 1.348 1.707 0.001
C 5.305 5.351 0.586 0.000
C 3.861 4.972 0.530 0.000
C 3.772 3.417 0.570 0.000
O 4.269 2.861 -0.681 0.000
C 3.658 1.627 -1.106 0.000
N 3.237 5.469 1.744 0.000
H 5.918 4.869 -0.176 0.000
H 5.752 4.959 1.499 0.000
H 5.599 6.388 0.420 0.000
H 3.420 5.378 -0.380 0.000
H 2.822 3.012 0.917 0.000
H 4.398 3.126 1.413 0.000
H 4.180 1.189 -1.957 0.000
H 2.666 1.874 -1.484 0.000
H 3.695 0.773 -0.429 0.000
H 3.756 5.112 2.533 0.000
H 3.665 6.383 1.701 0.000
```

Results
- lowest unoccupied orbital energy (alpha / beta) (eV) = -2.07 / -7.86
- frontier orbital gap (alpha / beta) (eV) = 9.5 / 3.7
- multiplicity = 2
- net charge = +1

=====

2.
The following is a quantum chemistry calculation of a molecular structure, C19H55NaO9S8, from the Open Molecules 2025 dataset.

The geometry in XYZ format:
```
92
Properties=species:S:1:pos:R:3:mulliken_charge:R:1
Na 2.262 -0.442 -2.894 0.872
C 0.238 -0.140 -0.799 -0.607
C 1.197 0.859 -0.191 2.903
C 1.445 0.601 1.291 -0.253
O 2.384 0.912 -0.871 -1.166
H 0.019 0.107 -1.849 -0.240
H -0.765 -0.201 -0.360 -0.113
H 0.588 -1.178 -0.918 -0.049
H 0.610 1.807 -0.210 -1.296
H 2.237 1.251 1.665 0.506
H 1.752 -0.420 1.542 -0.559
H 0.536 0.782 1.888 -0.095
C -3.040 -1.586 1.219 -0.319
S -4.532 -0.833 0.572 0.336
O -4.645 0.534 1.126 -0.589
C -3.984 -0.763 -1.134 -0.413
H -2.114 -1.064 0.988 -0.386
H -3.063 -2.639 0.936 0.469
H -3.121 -1.574 2.309 0.450
H -4.765 -0.263 -1.708 0.481
H -3.829 -1.796 -1.446 0.210
H -3.080 -0.159 -1.248 -0.187
C -2.096 4.014 -0.919 -0.768
S -1.318 5.364 -0.006 0.360
O -2.037 5.369 1.290 -0.578
C 0.334 4.599 0.078 -0.745
H -1.763 4.051 -1.958 0.382
H -3.171 4.167 -0.867 0.459
H -1.833 3.058 -0.462 0.002
H 1.029 5.421 -0.098 0.460
H 0.426 3.837 -0.686 0.229
H 0.568 4.294 1.098 0.222
C -1.632 0.803 -4.078 -0.348
S -0.153 0.329 -4.973 0.481
O 0.354 -0.841 -4.171 -0.603
C -1.021 -0.326 -6.398 -1.041
H -2.383 1.237 -4.740 0.515
H -1.428 1.529 -3.296 0.088
H -2.057 -0.115 -3.672 -0.163
H -1.458 0.565 -6.856 0.442
H -1.757 -1.067 -6.101 0.250
H -0.302 -0.673 -7.138 0.388
C -1.543 -3.217 -3.533 -0.465
S -2.406 -4.526 -2.674 0.362
O -2.812 -4.021 -1.337 -0.502
C -3.859 -4.695 -3.709 -1.002
H -2.177 -2.414 -3.910 0.035
H -1.103 -3.687 -4.417 0.515
H -0.752 -2.855 -2.885 -0.008
H -3.541 -5.059 -4.688 0.359
H -4.302 -3.704 -3.822 0.267
H -4.543 -5.421 -3.282 0.391
C 0.192 -3.818 4.110 -0.575
S 0.387 -2.494 5.327 0.599
O 0.764 -3.206 6.571 -0.702
C 1.890 -1.804 4.669 -0.404
H 1.111 -4.399 4.162 0.346
H 0.069 -3.355 3.132 -0.156
H -0.683 -4.389 4.403 0.416
H 1.761 -1.484 3.632 -0.177
H 2.746 -2.474 4.752 0.402
H 2.134 -0.919 5.258 0.322
C 3.842 3.922 0.669 -0.459
S 5.485 3.913 -0.031 0.489
O 5.406 3.772 -1.495 -0.614
C 5.944 5.599 0.463 -0.903
H 3.393 2.972 0.357 -0.105
H 3.221 4.690 0.196 0.132
H 3.839 4.084 1.743 0.470
H 7.026 5.633 0.578 0.354
H 5.518 5.772 1.450 0.289
H 5.606 6.306 -0.292 0.284
C 1.399 -3.362 0.675 -0.487
S 3.209 -3.318 0.556 0.608
O 3.692 -4.035 1.756 -0.670
C 3.228 -4.519 -0.782 -0.985
H 1.002 -2.460 1.127 -0.179
H 1.220 -4.217 1.336 0.396
H 0.899 -3.696 -0.234 0.367
H 2.810 -5.472 -0.454 0.335
H 4.283 -4.755 -0.954 0.373
H 2.818 -4.148 -1.719 0.280
C -2.061 2.269 2.657 -0.201
S -1.523 1.266 4.041 0.837
O -2.481 1.625 5.124 -0.809
C -0.033 2.131 4.552 -0.720
H -2.654 1.632 2.004 0.048
H -1.258 2.727 2.071 -0.279
H -2.606 3.144 3.009 0.448
H 0.669 1.511 5.101 0.265
H -0.373 3.016 5.089 0.385
H 0.517 2.532 3.692 0.044
```

Results
- lowest unoccupied orbital energy (eV) = -0.89
- frontier orbital gap (eV) = 6.7
- ΔE to the lowest compared entry with this formula, charge and spin (kcal per mole) = 0.0

=====

Number 1: DFT total energy -2576.115832 hartree. Number 2: DFT total energy -4781.569521 hartree.